44
Properties=species:S:1:pos:R:3:forces:R:3 method="wB97M-V/def2-TZVPD" relative_energy_ev=0.000 gap_ev="6.85 / 6.88" homo_energy_ev="-2.90 / -2.93" energy_ev=-230737.16048 spin_multiplicity=2 total_charge=-2
O -0.8001 2.9832 1.0491 0.556 0.238 -0.108
C 3.5935 -5.9201 -2.2339 0.680 -0.737 -0.031
O -2.9451 0.9617 1.3167 0.530 0.150 -0.166
F -0.1181 5.7766 -0.0319 0.188 0.147 -0.111
V -1.1422 0.9610 0.2852 -1.834 -2.193 -1.202
Br -2.4798 2.2730 -1.7355 0.595 -0.320 0.436
H 0.4605 -2.4011 -0.8791 0.008 -0.053 -0.080
O -1.4665 -0.4771 -0.3012 0.543 1.770 0.532
C -5.4579 0.3712 1.0714 0.751 0.299 0.345
C 1.5200 -3.9987 0.1249 -0.026 0.059 0.024
H 3.0434 -6.8459 -2.4152 -0.326 0.189 0.135
C 1.6164 1.9941 -0.8186 0.004 -0.027 -0.459
C 0.2657 5.4090 1.1982 -0.589 -0.674 -0.151
C 1.5702 3.1057 -1.8465 0.826 0.933 -0.241
S -4.1722 1.3424 2.0135 -0.586 0.082 0.950
F 1.5214 4.9387 1.1120 0.138 -0.044 -0.054
O -4.2398 0.7870 3.3550 -0.080 0.214 -0.812
H 3.9649 -4.3921 -0.8155 -0.017 -0.055 0.204
H 2.3020 -3.3188 0.4889 0.057 -0.026 -0.105
O 0.6178 0.9959 -1.1367 0.589 0.853 1.106
S -0.9293 4.1726 1.9106 -0.642 0.045 0.889
O 1.9528 -4.6714 -1.0548 0.013 -0.111 0.005
H 1.2391 2.7990 -2.8387 -0.221 -0.245 0.138
H -0.5234 -3.8571 -0.5703 0.141 -0.054 -0.205
H 2.5506 3.5790 -2.0068 0.107 -0.345 0.193
H 0.9615 0.5575 -1.9152 -0.715 -0.426 -0.095
O -0.4069 4.0041 3.2486 0.021 -0.066 -0.559
H 1.3590 -4.7468 0.9136 -0.092 0.027 0.006
H 3.3339 -5.8682 -0.0656 -0.070 -0.122 -0.056
C 3.2413 -5.2140 -0.9426 0.029 0.563 -0.458
F -6.6512 0.5095 1.6703 -0.216 -0.085 0.024
H 4.6435 -6.2379 -2.1891 -0.026 0.125 0.044
F -5.1520 -0.9330 1.0543 -0.136 -0.157 -0.037
H 0.9668 3.9398 -1.5129 -0.594 -0.108 -0.020
C 0.2708 -3.2156 -0.1842 -0.387 -0.057 0.378
H 2.5853 1.4894 -0.7871 0.038 0.071 0.045
O -4.6112 2.7028 1.8483 0.204 -0.449 -0.064
H -0.1402 -2.7596 0.7189 0.212 0.112 0.016
H 3.5045 -5.2866 -3.1143 -0.207 0.195 0.133
F 0.2963 6.4987 1.9666 0.070 0.231 0.047
Br 0.2298 -0.0362 2.2783 -0.015 0.391 -0.478
H 1.4025 2.3963 0.1666 -0.070 -0.234 0.109
F -5.5819 0.7851 -0.1856 -0.052 -0.003 -0.136
O -2.1958 4.8469 1.7905 0.602 -0.105 -0.131